Record 1
The following is a quantum chemistry calculation of a single C6H10O molecule, from the Open Molecules 2025 dataset.

Values from the calculation:
Energy above the lowest of the compared OMol25 structures with the same formula, charge and spin ... 238.4 kJ/mol
Total energy ... -309.7516 Eh
Lowest unoccupied orbital energy ... 1.0 eV

Structure (XYZ):
```
17
Properties=species:S:1:pos:R:3:nbo_charge:R:1
C -0.102 2.913 -0.128 -0.59
C -0.729 1.833 0.689 -0.46
C 0.112 0.567 0.694 -0.14
C -0.392 -0.715 0.394 -0.26
C 0.553 -1.788 0.110 -0.29
C 0.191 -2.876 -0.687 0.10
O 1.259 -3.785 -0.969 -0.70
H 0.997 3.009 -0.130 0.21
H -0.339 2.774 -1.258 0.20
H -0.570 3.782 0.090 0.21
H -0.712 2.081 1.763 0.21
H -1.689 1.609 0.236 0.22
H 1.290 0.701 0.787 0.20
H -1.482 -0.976 0.444 0.21
H 1.425 -1.992 0.660 0.22
H -0.920 -3.053 -0.839 0.18
H 1.107 -4.085 -1.858 0.48
```

=====

Record 2
The following is a quantum chemistry calculation of C19H38BBeCaFLiN3O11S as an isolated structure, from the Open Molecules 2025 dataset.

Values from the calculation:
Total energy ... -2960.6200 Eh
Lowest unoccupied orbital energy ... -3.9 eV

Structure (XYZ):
```
77
Properties=species:S:1:pos:R:3:mulliken_charge:R:1
C -4.299 5.206 -6.004 -0.74
C -4.791 3.672 -5.703 -0.38
S -4.085 2.895 -4.153 -0.07
C -3.741 4.180 -2.815 -0.60
B -3.149 3.309 -1.509 0.44
N -4.183 2.558 -0.670 -0.70
C -1.516 3.278 -1.235 -0.19
C -0.886 2.289 -2.428 -0.46
C 0.614 1.733 -2.065 0.04
C 1.683 2.678 -2.932 -0.72
N 2.101 3.814 -2.001 -0.51
H -3.696 5.718 -5.142 0.23
H -5.289 5.837 -6.216 0.22
H -3.660 5.181 -7.006 0.24
H -4.419 3.002 -6.618 0.27
H -5.975 3.565 -5.710 0.29
H -4.703 4.788 -2.487 0.32
H -2.931 4.992 -3.151 0.26
H -4.910 3.247 -0.377 0.26
H -4.675 1.928 -1.372 0.28
H -1.304 2.772 -0.200 -0.45
H -1.079 4.356 -1.357 0.13
H -1.568 1.325 -2.584 0.26
H -0.945 2.875 -3.459 0.21
H 0.764 0.599 -2.351 0.36
H 0.816 1.880 -0.916 -0.06
H 1.211 3.129 -3.904 0.34
H 2.572 1.958 -3.220 0.52
H 2.467 3.333 -1.147 0.28
H 2.842 4.417 -2.432 0.13
O 3.210 2.205 0.404 -0.71
C 4.234 2.218 1.077 0.81
N 4.661 1.099 1.723 -0.18
C 5.090 3.441 1.244 -1.10
H 5.497 1.061 2.289 0.26
H 4.101 0.262 1.626 0.09
H 4.492 4.234 1.701 0.25
H 5.443 3.766 0.262 0.14
H 5.957 3.245 1.881 0.38
Ca 3.947 5.453 -2.913 1.06
O 0.918 1.824 4.549 -0.55
C 2.086 1.191 4.371 0.21
C 1.872 -0.384 4.568 0.05
O 3.043 -1.015 4.403 -0.50
H 2.913 1.466 5.049 0.26
H 2.571 1.303 3.385 -0.25
H 1.053 -0.659 3.880 0.15
H 1.374 -0.497 5.547 0.37
Be 0.801 -2.634 4.788 0.28
C -3.466 -6.793 3.636 -0.72
C -2.595 -5.865 4.036 0.33
C -1.828 -5.049 3.055 0.66
O -1.049 -4.190 3.453 -0.44
C -2.038 -5.316 1.623 -0.99
C -2.906 -6.247 1.223 0.47
C -3.693 -7.043 2.204 0.92
O -4.496 -7.880 1.805 -0.63
O -3.106 -6.505 -0.121 -0.56
O -2.375 -5.626 5.380 -0.58
H -4.031 -7.392 4.338 0.36
H -1.461 -4.728 0.921 0.51
H -3.781 -7.218 -0.152 0.35
H -1.704 -4.909 5.411 0.29
O -2.438 -9.714 3.960 -0.63
H -1.796 -9.721 3.234 0.31
H -3.049 -10.432 3.740 0.31
F 2.961 1.191 -4.514 -0.86
O 7.165 -0.379 0.861 -0.68
H 6.335 -0.032 0.591 0.37
Li -2.024 1.534 0.538 0.89
C 3.648 -2.689 -1.017 -1.02
C 3.419 -1.656 0.074 0.66
O 4.143 -0.624 -0.001 -0.65
O 2.532 -1.965 0.918 -0.72
H 4.425 -2.365 -1.715 0.31
H 3.957 -3.638 -0.570 0.28
H 2.722 -2.846 -1.579 0.27
```

=====

Record 3
The following is a quantum chemistry calculation of C3H2Li2MgO3 as an isolated structure, from the Open Molecules 2025 dataset.

Values from the calculation:
Energy above the lowest of the compared OMol25 structures with the same formula, charge and spin ... 0.0 kJ/mol
Total energy ... -556.1096 Eh
Lowest unoccupied orbital energy (spin up / spin down) ... -3.9 / -5.4 eV
Charge ... +1
Spin multiplicity ... 2

Structure (XYZ):
```
11
Properties=species:S:1:pos:R:3:nbo_charge:R:1
C -1.352 0.337 0.456 0.16
C -0.064 0.297 -0.290 -0.25
O -2.382 0.220 -0.285 -1.02
H -0.127 0.978 -1.158 0.21
H 0.081 -0.722 -0.694 0.22
Mg -3.084 -0.367 -2.121 0.94
Li -3.108 0.153 1.513 0.95
O 1.080 0.644 0.526 -0.54
C 2.089 -0.253 0.565 0.20
O 3.148 0.201 1.045 -0.79
Li 3.719 -1.488 0.443 0.91
```

=====

Record 4
The following is a quantum chemistry calculation of C17H28ClO2PPb as an isolated structure, from the Open Molecules 2025 dataset.

Values from the calculation:
Total energy ... -1808.4105 Eh
Lowest unoccupied orbital energy (spin up / spin down) ... -10.6 / -10.6 eV
Charge ... +2

Structure (XYZ):
```
50
Properties=species:S:1:pos:R:3:mulliken_charge:R:1
Cl 1.493 0.743 -4.901 -0.39
C 1.220 4.018 -0.087 -0.84
C 0.107 3.709 0.746 -0.74
C -0.951 3.281 -0.089 -0.44
H 0.072 3.800 1.817 0.69
C -0.515 3.335 -1.441 0.76
C 0.837 3.776 -1.426 -0.88
H 1.454 3.919 -2.297 0.66
H 2.176 4.385 0.244 0.66
H -1.932 2.978 0.236 0.56
C -1.326 3.012 -2.643 -1.11
Pb 0.819 1.720 -0.260 1.62
C 2.022 1.317 1.227 -0.01
C 2.179 0.790 -1.355 0.07
O 2.732 1.112 2.120 -0.14
O 2.992 0.286 -2.010 -0.07
H -2.087 2.267 -2.422 0.33
H -0.706 2.637 -3.455 0.32
H -1.838 3.904 -3.009 0.35
C 1.227 -1.670 2.886 -1.54
C 1.246 -2.028 1.390 0.86
C 1.017 -3.534 1.266 -1.59
P 0.237 -0.834 0.312 0.02
C 0.237 -1.597 -1.413 0.46
C -0.515 -2.944 -1.547 -1.54
C -0.488 -0.672 -2.411 -0.85
C -1.388 -0.519 1.167 0.62
C -2.136 -1.805 1.539 -1.38
C -1.304 0.413 2.387 -1.34
H 0.266 -1.937 3.358 0.27
H 1.435 -0.606 3.068 0.23
H 2.010 -2.245 3.426 0.51
H 2.296 -1.873 1.057 0.33
H -0.038 -3.819 1.441 0.29
H 1.415 -3.891 0.299 0.39
H 1.648 -4.078 2.004 0.48
H 1.289 -1.739 -1.736 0.39
H -1.596 -2.820 -1.349 0.35
H -0.421 -3.312 -2.593 0.44
H -0.173 -3.777 -0.941 0.31
H -0.025 0.316 -2.519 -0.20
H -0.477 -1.120 -3.428 0.53
H -1.545 -0.519 -2.104 0.28
H -2.006 0.021 0.417 0.32
H -1.607 -2.382 2.319 0.26
H -3.142 -1.556 1.937 0.46
H -2.284 -2.456 0.663 0.26
H -0.825 1.372 2.129 0.25
H -2.332 0.645 2.740 0.49
H -0.770 -0.024 3.243 0.24
```

=====

Record 5
The following is a quantum chemistry calculation of a single C2H3N3O3 molecule, from the Open Molecules 2025 dataset.

Values from the calculation:
Energy above the lowest of the compared OMol25 structures with the same formula, charge and spin ... 433.0 kJ/mol
Total energy ... -467.7994 Eh
Lowest unoccupied orbital energy ... 0.5 eV

Structure (XYZ):
```
11
Properties=species:S:1:pos:R:3:nbo_charge:R:1
C -0.295 0.152 0.345 0.61
C 0.489 -0.928 -1.885 0.35
H 0.597 0.325 2.378 0.48
H -1.327 1.600 1.124 0.38
H 1.006 -1.493 -2.712 0.22
N -0.962 0.696 1.439 -0.31
N 0.834 -0.520 0.459 -0.28
N -0.459 -0.090 -2.064 -0.17
O -0.029 1.110 2.415 -0.55
O 1.184 -1.191 -0.737 -0.35
O -1.038 0.339 -0.762 -0.38
```